A 9-piece molecular cluster, C54H53BrN2O2P overall at a distorted geometry, computed with ωB97M-V/def2-TZVPD.

```
! wB97M-V def2-TZVPD RIJCOSX def2/J DEFGRID3
* xyz 1 1
O -0.29 1.64 2.28
C -1.33 1.14 2.30
N -2.40 0.54 2.29
C -2.63 -0.27 1.15
C -3.86 -0.27 0.51
C -4.06 -1.06 -0.60
C -3.04 -1.84 -1.07
N -1.86 -1.83 -0.44
P -0.42 -2.81 -1.00
O -1.02 -3.63 -2.26
Br 0.82 -1.15 -1.83
C -1.64 -1.08 0.64
H -4.67 0.35 0.86
H -4.99 -1.09 -1.15
H -3.14 -2.48 -1.93
H -1.20 -3.03 -3.00
H -0.65 -1.10 1.09
C 5.22 3.15 -0.95
C 5.33 2.29 -2.03
C 4.32 1.38 -2.30
C 3.19 1.34 -1.49
C 3.08 2.20 -0.41
C 4.09 3.11 -0.14
H 6.01 3.86 -0.73
H 6.21 2.33 -2.66
H 4.41 0.70 -3.14
H 2.40 0.63 -1.71
H 2.19 2.17 0.21
H 4.01 3.78 0.71
C -6.29 -0.51 3.27
C -7.22 -1.22 2.52
C -8.57 -0.95 2.65
C -9.00 0.03 3.53
C -8.07 0.74 4.28
C -6.72 0.47 4.15
H -5.23 -0.72 3.17
H -6.88 -1.99 1.83
H -9.30 -1.51 2.07
H -10.06 0.24 3.64
H -8.41 1.51 4.96
H -6.00 1.03 4.74
C -4.51 -6.02 5.03
C -3.49 -5.75 4.13
C -3.60 -4.66 3.27
C -4.71 -3.84 3.32
C -5.73 -4.11 4.23
C -5.63 -5.20 5.08
H -4.43 -6.87 5.70
H -2.62 -6.39 4.09
H -2.80 -4.46 2.56
H -4.79 -2.99 2.66
H -6.60 -3.47 4.27
H -6.42 -5.42 5.78
C 5.53 6.17 1.99
C 4.72 5.83 3.07
C 5.23 5.87 4.36
C 6.55 6.26 4.57
C 7.35 6.60 3.49
C 6.84 6.55 2.20
H 5.13 6.13 0.98
H 3.69 5.53 2.90
H 4.61 5.60 5.20
H 6.95 6.30 5.57
H 8.38 6.90 3.65
H 7.47 6.81 1.36
C -8.54 -3.33 -1.17
C -9.23 -3.41 -2.38
C -8.60 -3.89 -3.51
C -7.28 -4.31 -3.45
C -6.59 -4.24 -2.25
C -7.21 -3.74 -1.11
H -9.03 -2.95 -0.29
H -10.26 -3.09 -2.42
H -9.14 -3.95 -4.45
H -6.79 -4.69 -4.33
H -5.55 -4.57 -2.20
H -6.67 -3.68 -0.18
C 7.40 -0.35 -4.59
C 7.07 0.58 -5.57
C 7.11 0.23 -6.91
C 7.47 -1.06 -7.28
C 7.80 -1.99 -6.30
C 7.76 -1.64 -4.96
H 7.37 -0.07 -3.55
H 6.78 1.59 -5.28
H 6.86 0.96 -7.67
H 7.50 -1.34 -8.32
H 8.08 -3.00 -6.59
H 8.02 -2.36 -4.20
C 9.66 11.13 5.22
C 10.76 11.75 4.65
C 11.19 11.37 3.38
C 10.52 10.37 2.69
C 9.42 9.75 3.27
C 8.99 10.12 4.53
H 9.32 11.42 6.21
H 11.28 12.53 5.18
H 12.05 11.85 2.94
H 10.85 10.08 1.71
H 8.89 8.97 2.73
H 8.13 9.64 4.98
C -3.29 -7.51 -5.56
C -3.89 -8.51 -6.31
C -5.13 -9.00 -5.95
C -5.79 -8.49 -4.84
C -5.19 -7.49 -4.09
C -3.94 -7.00 -4.44
H -2.31 -7.13 -5.84
H -3.38 -8.91 -7.19
H -5.60 -9.78 -6.54
H -6.76 -8.87 -4.56
H -5.70 -7.09 -3.22
H -3.47 -6.23 -3.85
*
```

Output
E: -143258.244 eV
Kohn-Sham gap: 5.635 eV

A 2-piece molecular cluster, C5H13N3O2 overall at a distorted geometry, computed with ωB97M-V/def2-TZVPD.

```
! wB97M-V def2-TZVPD RIJCOSX def2/J DEFGRID3
* xyz 2 1
C -1.27 -1.78 0.29
C -0.87 -0.67 -0.32
C 1.35 0.06 0.00
C 3.63 -0.71 -0.33
C -2.45 1.46 -0.08
N 1.43 1.14 0.65
N 2.22 -0.82 -0.27
N -1.73 0.36 -0.94
O -2.58 -2.01 0.50
O -1.43 2.21 0.47
H -0.64 -2.46 0.83
H 4.08 0.18 0.30
H 4.05 -0.28 -1.20
H 4.20 -1.53 -0.01
H -3.15 1.97 -0.85
H -3.15 0.88 0.52
H 0.72 1.86 0.61
H 1.99 1.19 1.46
H 1.85 -1.77 -0.69
H -1.10 0.85 -1.74
H -2.50 -0.22 -1.39
H -2.85 -2.76 1.05
H -1.80 2.83 1.15
*
```

Output
E: -13939.344 eV
Kohn-Sham gap: 8.611 eV
Energy above the lowest of the compared OMol25 structures with the same formula, charge and spin: 75.4 kcal per mole

A 12-piece molecular cluster, C32H93N5O12 overall at a distorted geometry, computed with ωB97M-V/def2-TZVPD.

```
! wB97M-V def2-TZVPD RIJCOSX def2/J DEFGRID3
* xyz 0 1
O -2.06 2.97 -1.96
H -1.24 3.47 -2.15
H -1.80 2.03 -1.95
C 2.16 3.72 -1.92
C 1.40 4.94 -2.41
C 2.31 5.82 -3.25
O 3.35 6.28 -2.41
C 4.15 7.24 -3.06
N 0.22 4.52 -3.16
H 1.49 3.23 -1.21
H 3.06 3.99 -1.38
H 2.36 3.03 -2.75
H 1.17 5.56 -1.55
H 1.81 6.63 -3.79
H 2.81 5.23 -4.04
H 4.39 6.95 -4.08
H 5.05 7.37 -2.46
H 3.63 8.21 -3.08
H -0.21 5.31 -3.65
H 0.57 3.95 -3.93
C 4.65 2.32 6.27
C 5.85 1.66 5.61
C 5.46 0.92 4.33
O 6.61 0.28 3.86
C 6.36 -0.38 2.66
N 6.88 2.66 5.35
H 3.77 1.68 6.29
H 4.36 3.27 5.81
H 4.96 2.62 7.27
H 6.26 0.93 6.31
H 5.06 1.62 3.59
H 4.71 0.15 4.56
H 5.71 -1.25 2.84
H 7.26 -0.83 2.24
H 5.88 0.29 1.94
H 7.64 2.22 4.82
H 6.53 3.32 4.65
C -7.56 -2.41 -2.35
C -7.97 -1.09 -1.68
C -7.31 0.09 -2.33
O -5.92 0.04 -2.00
C -5.15 0.87 -2.79
N -9.41 -0.87 -1.70
H -6.49 -2.62 -2.27
H -7.79 -2.35 -3.41
H -8.12 -3.21 -1.86
H -7.65 -1.11 -0.63
H -7.77 1.02 -1.95
H -7.40 0.12 -3.43
H -4.10 0.69 -2.58
H -5.34 1.93 -2.61
H -5.30 0.65 -3.86
H -9.70 -0.73 -2.68
H -9.93 -1.71 -1.46
C -1.24 -1.22 -0.83
C -0.19 -0.14 -0.69
C 1.15 -0.66 -0.20
O 1.79 0.40 0.48
C 2.94 -0.04 1.15
N -0.16 0.65 -1.96
H -1.37 -1.75 0.12
H -0.93 -1.90 -1.63
H -2.24 -0.86 -1.09
H -0.49 0.57 0.10
H 1.82 -0.96 -1.02
H 0.96 -1.54 0.44
H 3.43 0.84 1.57
H 3.60 -0.58 0.47
H 2.64 -0.64 2.02
H 0.42 0.06 -2.58
H 0.49 1.44 -1.87
C -0.14 -0.08 3.51
C -1.11 0.98 3.01
C -2.55 0.49 2.93
O -3.35 1.44 2.22
C -3.53 1.04 0.90
N -0.99 2.17 3.87
H 0.87 0.30 3.40
H -0.23 -1.03 2.98
H -0.30 -0.26 4.58
H -0.80 1.32 2.01
H -2.98 0.45 3.94
H -2.61 -0.50 2.45
H -2.55 0.90 0.44
H -4.06 1.82 0.36
H -4.11 0.12 0.83
H -1.65 2.87 3.51
H -1.26 1.96 4.82
C -3.84 -2.05 -4.16
C -3.98 -3.56 -4.18
O -4.54 -4.04 -5.38
H -3.31 -1.67 -5.03
H -3.29 -1.78 -3.26
H -4.84 -1.61 -4.13
H -4.55 -3.84 -3.28
H -2.98 -4.00 -4.05
H -4.76 -4.97 -5.31
C 3.69 -0.38 -3.90
C 2.87 -1.64 -4.04
O 1.48 -1.24 -4.05
H 4.73 -0.58 -4.12
H 3.50 0.07 -2.92
H 3.27 0.37 -4.58
H 2.99 -2.30 -3.17
H 3.16 -2.12 -4.98
H 0.96 -2.05 -4.16
C 3.06 3.95 1.56
C 2.38 3.37 2.77
O 2.65 4.24 3.90
H 2.57 4.87 1.26
H 3.04 3.22 0.75
H 4.10 4.17 1.81
H 2.75 2.35 3.00
H 1.29 3.31 2.64
H 2.33 3.80 4.69
C 3.62 -3.73 -0.23
C 3.93 -4.61 0.96
O 4.65 -3.81 1.91
H 4.51 -3.30 -0.68
H 3.05 -2.86 0.12
H 2.98 -4.23 -0.96
H 4.53 -5.48 0.71
H 2.96 -4.93 1.37
H 4.61 -4.26 2.76
C -4.16 -3.07 -0.09
C -4.08 -4.53 -0.50
O -3.77 -5.36 0.62
H -4.10 -2.39 -0.95
H -3.29 -2.87 0.53
H -5.10 -2.90 0.44
H -3.25 -4.62 -1.22
H -4.93 -4.91 -1.08
H -4.49 -5.98 0.77
C 0.40 -4.25 3.13
C -0.57 -4.68 2.06
O -1.82 -5.04 2.66
H 1.39 -4.09 2.68
H 0.49 -4.98 3.94
H 0.15 -3.31 3.64
H -0.13 -5.57 1.57
H -0.70 -3.89 1.30
H -2.50 -5.13 1.97
*
```

Output
E: -66709.019 eV
Kohn-Sham gap: 9.214 eV
SMILES string: COC[C@H](C)N.COC[C@H](C)N.COC[C@H](C)N.COC[C@H](C)N.COC[C@H](C)N.CCO.CCO.CCO.CCO.CCO.CCO.O
Energy above the lowest of the compared OMol25 structures with the same formula, charge and spin: 0.0 kcal per mole

An isolated ion of composition C6H6NS and charge +1 at a distorted geometry, computed with ωB97M-V/def2-TZVPD.

```
! wB97M-V def2-TZVPD RIJCOSX def2/J DEFGRID3
* xyz 1 1
C -0.05 -2.60 -0.65
C -0.66 -1.39 -0.23
C -1.70 -1.62 0.65
C -2.10 -4.03 0.55
C -0.17 0.71 0.81
C -0.10 -0.02 -0.54
N -2.15 -2.76 0.78
S -0.64 -4.16 -0.54
H 0.84 -2.54 -1.12
H -1.16 0.81 1.07
H 0.17 1.69 0.59
H 0.51 0.29 1.45
H 0.92 0.03 -0.78
H -0.83 0.63 -1.19
*
```

Output
E: -18631.490 eV
Kohn-Sham gap (alpha / beta): 7.803 / 7.811 eV
Energy above the lowest of the compared OMol25 structures with the same formula, charge and spin: 80.3 kcal per mole